Record 1
25
Properties=species:S:1:pos:R:3:mulliken_charge:R:1 method="wB97M-V/def2-TZVPD" smiles="CC=C(C)C.CCC=O" relative_energy_kcal_mol=63.17 energy_ha=-389.55210 gap_ha=0.32541 charge=0
C -1.5593 1.4352 0.2847 -1.42
C -0.2223 0.9811 0.7579 -0.54
C 0.9346 0.7988 0.0036 1.51
C 2.2535 1.2210 0.6253 -1.56
C 0.8808 0.9840 -1.4989 -1.66
H -1.6976 1.3239 -0.7902 0.34
H -2.3610 0.9013 0.8006 0.33
H -1.6632 2.5012 0.5213 0.39
H -0.1044 0.9342 1.8377 0.47
H 3.0917 0.8153 0.0538 0.36
H 2.3448 2.3109 0.6497 0.39
H 2.3392 0.8444 1.6461 0.37
H 0.7943 2.0391 -1.7740 0.37
H 0.0330 0.4543 -1.9402 0.41
H 1.7925 0.5909 -1.9567 0.43
C -1.6716 -1.9109 -0.5952 -1.04
C -0.8381 -1.7865 0.6657 -0.44
C 0.7930 -1.3093 0.3871 0.13
O 1.6001 -1.6547 1.2521 -0.62
H -1.1005 -2.3674 -1.4096 0.32
H -2.0311 -0.9456 -0.9573 0.16
H -2.5519 -2.5373 -0.4177 0.36
H -0.6108 -2.7782 1.0607 0.38
H -1.3528 -1.2481 1.4624 0.31
H 0.9072 -1.5975 -0.6689 0.27

Record 2
7
Properties=species:S:1:pos:R:3:mulliken_charge:R:1 method="wB97M-V/def2-TZVPD" s_squared=2.05 spin_multiplicity=3 relative_energy_kcal_mol=95.20 energy_ha=-749.47556 gap_ha="0.27317 / 0.19960" charge=0
C 0.1733 0.6556 1.1351 0.21
O -0.0216 1.4516 0.3267 -0.05
O 3.3187 -0.3473 -0.9535 -0.27
F -0.5866 0.8814 -1.3067 -0.63
Cl 3.0682 0.1200 0.6783 -0.11
H 2.4171 -0.5224 -1.3480 0.40
H 0.2598 0.0578 1.9967 0.44

Record 3
17
Properties=species:S:1:pos:R:3:mulliken_charge:R:1 method="wB97M-V/def2-TZVPD" s_squared=0.76 spin_multiplicity=2 relative_energy_kcal_mol=69.68 energy_ha=-342.75751 gap_ha="0.41242 / 0.22852" charge=+1
C 0.7019 1.1247 0.1103 -0.66
C 1.3023 -0.1655 -0.5443 -0.38
C 0.7963 -0.2227 -1.9536 -0.10
O 0.0972 -1.1352 -2.2622 -0.41
N -0.1750 0.6870 1.3039 0.00
C -1.4167 0.2308 0.9776 -0.31
N -1.2212 -1.3219 0.9807 -0.56
H 0.1440 1.7446 -0.5772 0.48
H 1.5403 1.7918 0.4372 0.34
H 2.4062 -0.2051 -0.3633 0.38
H 0.9864 -1.1102 -0.0457 0.27
H 1.0347 0.6276 -2.6316 0.41
H 0.4365 0.1245 1.9571 0.38
H -2.2092 0.4765 1.6798 0.39
H -1.9356 0.5215 -0.0486 0.29
H -2.0615 -1.5610 0.6562 0.28
H -0.4267 -1.6073 0.3235 0.20

Record 4
58
Properties=species:S:1:pos:R:3:mulliken_charge:R:1 method="wB97M-V/def2-TZVPD" energy_ha=-3574.83263 gap_ha=0.31918 charge=+1
Sn -0.4114 0.0049 -0.9018 0.99
C -4.7311 0.6536 -1.6610 -2.56
C -3.6776 0.1121 -0.7363 0.82
C -3.5877 -1.3091 -0.4834 1.06
C -4.5624 -2.3221 -1.1199 -1.93
C -2.5946 -1.7816 0.3664 0.78
C -2.3072 -3.2523 0.5930 -1.91
C -1.9342 -0.8481 1.2482 0.78
C -1.0751 -1.4841 2.3968 -2.33
C -2.1265 0.5561 1.1066 0.33
C -1.5376 1.5776 2.1006 -1.56
C -2.9896 1.0291 0.0887 1.15
C -3.3623 2.5012 0.0616 -1.48
H -4.3358 1.4750 -2.2242 0.56
H -5.6527 0.9221 -1.1045 0.42
H -5.0525 -0.1054 -2.4279 0.44
H -4.7273 -3.1740 -0.4268 0.48
H -4.2323 -2.7726 -2.0538 0.36
H -5.6102 -1.9592 -1.2325 0.45
H -2.6178 -3.7160 1.5413 0.34
H -1.1896 -3.2794 0.6132 0.16
H -2.7532 -3.8744 -0.1727 0.52
H -1.8194 -1.7568 3.1427 0.51
H -0.3407 -0.7229 2.7176 0.24
H -0.4505 -2.3084 2.0675 0.46
H -1.0024 1.1419 2.9970 0.44
H -2.4367 2.1033 2.4517 0.45
H -0.7729 2.2154 1.6155 0.19
H -3.5505 2.7718 1.1005 0.29
H -4.2608 2.7359 -0.5413 0.48
H -2.5582 3.1333 -0.3482 0.21
Cl 5.9606 3.8124 -1.5406 -0.18
C 4.4663 3.1349 -1.0985 0.24
C 3.9843 2.0537 -1.7963 0.23
Cl 5.0209 1.1563 -2.8488 -0.15
C 2.6597 1.6515 -1.7260 0.27
Cl 2.0854 0.2999 -2.6830 -0.09
C 1.8162 2.2335 -0.7204 -0.51
O 0.5732 1.7701 -0.4479 -0.54
C 2.3551 3.3463 -0.0063 0.43
Cl 1.4653 4.0365 1.2239 -0.18
C 3.6248 3.8651 -0.2798 0.14
Cl 4.2138 5.1721 0.7139 -0.15
C 4.7635 -1.5296 -0.1731 -1.01
N 3.3528 -1.8230 -0.1452 0.15
C 2.9147 -2.7175 -1.2368 -0.89
C 2.4194 -1.0524 0.3972 0.95
C 2.8064 -0.0102 1.4957 -1.28
O 1.2059 -1.1811 0.0924 -0.36
H 5.2786 -2.3671 0.2540 0.29
H 4.9864 -0.5806 0.3233 0.43
H 5.0537 -1.4233 -1.2466 0.31
H 3.0009 -2.1877 -2.2445 0.28
H 1.8931 -3.0451 -1.1004 0.20
H 3.5813 -3.5973 -1.2967 0.39
H 3.5043 -0.4884 2.1964 0.55
H 1.9641 0.3387 2.0861 0.08
H 3.3101 0.8653 1.0334 0.26

Record 5
39
Properties=species:S:1:pos:R:3:mulliken_charge:R:1 method="wB97M-V/def2-TZVPD" relative_energy_kcal_mol=16.55 energy_ha=-3492.69784 gap_ha=0.20280 charge=0
C 1.0314 4.8056 4.5985 -0.36
C 0.9671 4.4054 3.4397 -0.51
Sb 0.3927 3.4993 1.4557 0.73
Br -2.0479 4.3858 1.7557 -0.57
B 0.8846 5.4279 0.4393 0.25
N 0.7243 5.6987 -1.0162 -0.57
O 1.4144 6.4648 1.2720 -0.52
H 0.8344 5.0094 5.6778 0.32
H -0.1000 2.0452 2.3027 -0.14
H -0.0691 2.7278 -0.0540 -0.20
H 2.0163 2.8601 1.2627 -0.15
H -0.2501 5.6160 -1.3159 0.26
H 1.3466 5.1302 -1.5928 0.23
H 2.3056 6.2144 1.5879 0.29
C -2.2602 -5.7482 0.2972 -0.76
O -1.3541 -4.6597 0.4454 -0.39
C -0.2571 -4.7541 -0.4536 -0.56
C 0.4870 -3.4220 -0.3792 -0.65
N -0.5206 -2.3313 -0.2134 -0.05
C -1.1829 -1.8074 -1.4472 -0.66
C -0.2728 -0.7418 -2.0490 -0.58
O 0.2933 -0.0512 -0.9514 -0.33
C 1.3676 0.8001 -1.3407 -0.74
H -1.7512 -6.6982 0.4747 0.30
H -3.0543 -5.6246 1.0313 0.27
H -2.7035 -5.7302 -0.7031 0.33
H -0.6255 -4.9235 -1.4717 0.37
H 0.4006 -5.5786 -0.1656 0.46
H 1.1058 -3.2232 -1.2534 0.25
H 1.1037 -3.3831 0.5199 0.45
H -0.0912 -1.5129 0.2463 0.43
H -1.2301 -2.7019 0.4321 0.45
H -2.1177 -1.3590 -1.1060 0.45
H -1.4034 -2.6284 -2.1288 0.26
H -0.8432 -0.0570 -2.6815 0.46
H 0.5202 -1.2110 -2.6437 0.36
H 2.1918 0.2022 -1.7450 0.40
H 1.7176 1.3199 -0.4503 0.07
H 1.0300 1.5341 -2.0762 0.35

Record 6
46
Properties=species:S:1:pos:R:3:mulliken_charge:R:1 method="wB97M-V/def2-TZVPD" smiles=Cc1ccc[nH]1.O.O.O.O.O.O.O.O.O.O.O relative_energy_kcal_mol=64.84 energy_ha=-1090.29794 gap_ha=0.31263 charge=0
C 2.0591 3.0597 2.0379 -1.30
C 1.0247 2.0450 1.6326 0.17
C -0.0951 1.5162 2.2506 -0.35
C -0.7825 0.7847 1.2551 -1.22
C 0.0241 0.6140 0.1678 -0.33
N 1.0558 1.5337 0.3558 0.33
H 1.5495 3.9458 2.4076 0.34
H 2.7069 2.5509 2.7572 0.30
H 2.7336 3.4036 1.2503 0.34
H -0.4291 1.7578 3.2452 0.47
H -1.5966 0.1466 1.5613 0.38
H 0.0396 0.0565 -0.7440 0.72
H 1.8556 1.5855 -0.2545 0.25
O -2.6773 1.4524 -2.3855 -0.71
H -3.2596 0.9922 -1.7703 0.35
H -1.9365 1.6460 -1.7740 0.41
O -3.0561 -1.5068 -0.4463 -0.69
H -2.1488 -1.8698 -0.3317 0.37
H -3.1513 -1.2659 -1.3752 0.29
O -1.0983 -0.1558 -3.4999 -0.72
H -1.7431 0.6104 -3.2719 0.45
H -1.5404 -0.6985 -4.1552 0.23
O 0.8652 -2.0846 2.5976 -0.66
H 1.2163 -2.1491 1.6703 0.38
H 0.4319 -2.9218 2.7841 0.30
O 0.7701 1.8871 -3.4583 -0.62
H 1.5329 1.7433 -4.0210 0.30
H 0.0961 1.2349 -3.7191 0.38
O -0.7310 -3.1575 -0.5004 -0.68
H -1.2726 -3.9360 -0.3388 0.27
H -0.3530 -2.9407 0.3596 0.32
O -1.9738 2.9465 -0.3295 -0.68
H -1.0080 3.0346 -0.3038 0.30
H -2.1107 2.5686 0.5498 0.39
O 2.0985 -2.0142 0.2814 -0.68
H 1.7825 -1.3418 -0.3624 0.45
H 3.0525 -1.9019 0.3225 0.31
O 3.6521 -0.9493 2.7367 -0.66
H 3.2272 -0.1521 2.4023 0.32
H 2.9312 -1.5969 2.7477 0.35
O 1.9180 -0.5513 -1.9128 -0.62
H 2.0701 -1.0528 -2.7289 0.29
H 1.1447 -0.0538 -2.2350 0.14
O -2.8128 -3.2834 1.5656 -0.64
H -3.2000 -2.9370 0.7397 0.38
H -2.8613 -2.5953 2.2399 0.29

Record 7
55
Properties=species:S:1:pos:R:3:mulliken_charge:R:1 method="wB97M-V/def2-TZVPD" s_squared=0.77 spin_multiplicity=2 relative_energy_kcal_mol=0.00 energy_ha=-5967.58442 gap_ha="0.13452 / 0.16368" charge=-2
Cu 0.7227 -0.7660 -0.1099 -0.17
N 4.7071 -1.7012 -0.5195 -0.08
C 4.8508 -0.3220 -0.5133 0.06
C 5.9577 0.4935 -0.6478 -1.05
C 5.7424 1.8729 -0.6286 -0.30
C 4.4552 2.3893 -0.4903 -0.88
C 3.3401 1.5684 -0.3562 -0.08
C 3.5487 0.1915 -0.3574 0.74
N 2.6504 -0.8437 -0.2145 0.11
C 3.3632 -1.9909 -0.2903 0.33
C 2.9293 -3.3188 -0.1865 -0.07
C 3.7468 -4.4689 -0.3686 -0.87
S 2.7573 -5.8879 -0.1569 -0.27
C 1.4002 -4.8562 0.2255 -0.22
N 1.6214 -3.5983 0.1673 -0.22
H 5.4314 -2.3620 -0.2982 0.34
H 6.9530 0.0795 -0.7657 0.35
H 6.5860 2.5465 -0.7274 0.34
H 4.3099 3.4632 -0.4824 0.42
H 2.3452 1.9886 -0.2463 0.48
H 4.6177 -4.5319 -1.0038 0.27
H 0.4397 -5.2789 0.4890 0.47
O 0.0196 1.3009 -1.4494 -0.51
C -0.9501 1.8992 -1.0034 -0.05
O -1.0494 2.5009 0.1318 -0.01
H -1.8856 1.9914 -1.5791 0.31
C 0.7216 2.6095 3.4232 -2.00
C -0.4493 2.7096 2.4443 2.98
C -1.4741 1.6168 2.7982 -1.72
C -1.1137 4.0801 2.6094 -1.94
C 0.1441 2.5680 1.0394 -0.92
H 0.3855 2.7571 4.4569 0.43
H 1.4760 3.3604 3.1786 0.45
H 1.1930 1.6249 3.3565 0.31
H -1.8387 1.7149 3.8299 0.42
H -1.0287 0.6261 2.6795 0.31
H -2.3350 1.6631 2.1280 0.34
H -1.5348 4.2005 3.6164 0.45
H -1.9202 4.1997 1.8834 0.32
H -0.3809 4.8709 2.4320 0.40
H 0.5775 1.5533 0.9811 -0.68
Br 1.2836 -4.0118 -5.8778 -0.28
C 0.3858 -3.4861 -4.2718 0.26
C 0.4446 -2.1660 -3.8671 -0.87
C -0.1980 -1.7973 -2.6912 0.27
C -0.8963 -2.7363 -1.9396 -0.13
C -0.9597 -4.0489 -2.3905 -0.48
C -0.3090 -4.4416 -3.5503 -0.49
C -1.5882 -2.3654 -0.6262 0.46
O -2.5249 -3.0859 -0.2678 -0.79
O -1.1279 -1.3560 -0.0072 -0.33
H 0.9915 -1.4350 -4.4469 0.47
H -0.1556 -0.7628 -2.3638 0.50
H -1.5247 -4.7624 -1.8047 0.46
H -0.3332 -5.4701 -3.8847 0.40

Record 8
19
Properties=species:S:1:pos:R:3:mulliken_charge:R:1 method="wB97M-V/def2-TZVPD" smiles="C/C=C(/O)CCO.[H][H]" relative_energy_kcal_mol=49.86 energy_ha=-348.12536 gap_ha=0.31624 charge=0
C 2.4938 -1.1318 0.4164 -1.07
C 1.7153 0.0790 0.8399 -0.36
C 0.4431 0.3780 0.5588 0.55
O -0.0656 1.5518 1.0341 -0.59
C -0.4582 -0.4574 -0.3330 -0.49
C -1.9561 -0.4321 -0.0399 -0.55
O -2.4340 0.9164 -0.0035 -0.53
H 3.3478 -0.8540 -0.2154 0.27
H 2.9044 -1.6588 1.2868 0.28
H 1.8959 -1.8509 -0.1524 0.28
H 2.2510 0.8220 1.4285 0.38
H -0.9926 1.6255 0.7492 0.46
H -0.1478 -1.5046 -0.2709 0.24
H -0.3072 -0.1534 -1.3745 0.18
H -2.1715 -0.9387 0.9093 0.36
H -2.4773 -0.9716 -0.8424 0.29
H -3.2655 0.9343 0.4858 0.28
H -0.0373 1.8595 -2.5921 0.17
H -0.5948 1.9258 -2.1059 -0.17

> What is the charge in the fifth record?

0